The following is a quantum chemistry calculation of a 2-piece molecular cluster, C3H4ClNO2 overall at a distorted geometry, from the Open Molecules 2025 dataset.

ORCA input file:
```
! wB97M-V def2-TZVPD RIJCOSX def2/J DEFGRID3
* xyz 0 1
Cl 1.2206 2.1681 1.0634
O -2.1063 0.9100 -2.1976
O -2.9606 0.6828 -0.0808
N 0.1338 0.7945 1.1597
C 0.3152 -0.4125 0.7948
C 1.4965 -0.9163 0.0791
C -2.5656 0.8240 -1.1531
H 1.0676 -1.1499 -0.8561
H 2.3164 -0.1466 -0.0413
H 1.7256 -1.8255 0.5733
H -0.6433 -0.9286 0.6588
*
```

highest occupied orbital energy	-9.61	eV
SMILES	C/C=N\Cl.O=C=O
orbital gap	10.09	eV
E_LUMO	0.48	eV

---

The following is a quantum chemistry calculation of C31H43NP2W as an isolated structure, from the Open Molecules 2025 dataset.

ORCA input file:
```
! wB97M-V def2-TZVPD RIJCOSX def2/J DEFGRID3
* xyz 2 3
W -0.0257 0.5237 -0.4092
P -1.9179 -1.0961 -0.3621
P 2.3824 -0.3094 -0.3516
N 0.0949 -0.2745 1.3986
C 1.1712 -1.4331 3.2959
C -0.7113 3.7793 -2.0986
C 3.5595 -1.8177 3.2584
C 2.4674 -0.7741 1.3826
C -0.8550 2.3428 -0.0648
C -4.5643 -1.8096 -1.0727
C -3.7443 0.5108 -1.7348
C 2.3288 -1.9164 3.8897
C -2.0671 -3.7945 0.5329
C 3.0244 -1.7011 -1.3711
C -3.3540 -0.9492 -1.4932
C -1.1185 -3.3350 -1.7833
C -2.3068 -0.5997 1.3326
C 1.2266 -0.8212 2.0466
C 3.3420 1.2001 -0.7756
C 4.5628 1.4680 0.0950
C -0.1010 4.7126 0.0367
C 2.3044 2.3143 -0.7320
C -2.5965 0.4839 3.8635
C 0.2423 5.9005 -0.5866
C -0.5749 3.6364 -0.7139
C -1.2747 -2.8263 -0.3482
C -3.5750 -0.4639 1.8869
C -0.3674 4.9683 -2.7186
C -1.3264 0.3694 3.3175
C 3.6176 -1.2655 1.9902
C 2.7128 -1.4579 -2.8487
C -1.1684 -0.1980 2.0578
C 0.1139 6.0301 -1.9638
C -3.7179 0.0628 3.1608
C 2.5017 -3.0548 -0.8972
H -2.2840 -3.3778 1.5163
H -2.7133 0.9215 4.8460
H 1.9434 2.5061 0.2842
H 1.4355 -3.1507 -1.1065
H -1.1629 2.4156 0.9833
H -0.0089 4.6182 1.1128
H 5.0537 2.3842 -0.2335
H -4.0167 1.0172 -0.8062
H -2.0914 -3.5140 -2.2427
H -4.4492 -0.7689 1.3303
H -1.6864 1.8092 -0.6344
H -4.9471 -2.3594 -1.9307
H 0.2302 -1.5470 3.8140
H 0.3726 6.9628 -2.4458
H 4.5613 -1.2333 1.4593
H -0.4630 0.7254 3.8640
H -4.6129 0.5415 -2.3925
H 5.2908 0.6597 0.0245
H -5.3712 -1.1745 -0.7079
H 3.1433 -2.2628 -3.4440
H 2.6833 3.2624 -1.1209
H -1.1183 2.9642 -2.6918
H 4.4537 -2.1923 3.7356
H -4.3349 -2.5305 -0.2915
H 4.2808 1.5895 1.1418
H 3.1239 -0.5203 -3.2219
H 4.1096 -1.6680 -1.2198
H -4.7014 0.1595 3.5991
H 1.4472 2.0920 -1.4012
H 2.2620 -2.3833 4.8633
H 3.0123 -3.8473 -1.4441
H -0.4880 5.0750 -3.7882
H -2.9478 1.0678 -2.2312
H 2.6684 -3.2166 0.1671
H -3.0001 -4.0950 0.0594
H -1.4720 -4.6968 0.6762
H 0.6019 6.7330 0.0030
H 3.6549 1.0534 -1.8123
H 1.6336 -1.4531 -3.0216
H -0.5858 -4.2861 -1.7789
H -0.2850 -2.7086 0.1064
H -2.9453 -1.3434 -2.4285
H -0.5622 -2.6336 -2.4102
*
```

highest occupied orbital energy (alpha / beta)	-13.11 / -13.91	eV
orbital gap (alpha / beta)	6.12 / 7.06	eV
E_LUMO (alpha / beta)	-6.99 / -6.85	eV

---

The following is a quantum chemistry calculation of a 2-piece molecular cluster, C8H15N3O5 overall at a distorted geometry, from the Open Molecules 2025 dataset.

ORCA input file:
```
! wB97M-V def2-TZVPD RIJCOSX def2/J DEFGRID3
* xyz 0 1
O -0.5541 2.1675 0.5214
O 4.0827 0.0886 -0.3896
O 2.8294 -0.5939 1.7454
O 0.7533 -1.4937 1.9027
O -0.6076 -2.3216 -0.0516
N -2.7327 1.5745 1.5584
N 0.3207 -0.3563 -0.7151
N -2.9914 -1.6181 0.1602
C -2.1432 -0.6809 -0.9328
C -0.6699 -1.1749 -0.6148
C -2.2968 0.8091 -0.7436
C 1.6974 -0.7268 -0.5134
C 1.8375 -0.9727 1.0395
C -1.7492 1.6268 0.5524
C 2.3425 1.6307 -0.2693
C 2.6941 0.2806 -0.9003
H 2.3941 1.6293 0.8519
H 1.2934 1.9808 -0.2427
H -2.0409 -2.2848 0.6321
H -3.6251 -2.6440 -0.5254
H -2.2011 1.3689 2.5912
H -1.6383 1.1709 -1.6603
H -3.0761 0.6874 1.5313
H 1.9056 -1.7140 -0.9518
H 0.3001 0.7219 -0.7401
H 0.0040 -2.0482 1.3772
H -3.3293 1.1177 -1.1180
H 2.7904 0.3910 -1.9649
H 3.7516 0.0495 0.6263
H 2.9473 2.4553 -0.8038
H -2.2881 -1.1203 -1.9524
*
```

highest occupied orbital energy	-9.95	eV
orbital gap	9.96	eV
E_LUMO	0.02	eV

---

The following is a quantum chemistry calculation of a 2-piece molecular cluster, H4N2O2P overall at a distorted geometry, from the Open Molecules 2025 dataset.

ORCA input file:
```
! wB97M-V def2-TZVPD RIJCOSX def2/J DEFGRID3
* xyz -1 1
P 0.2610 0.5138 0.0311
O 0.1514 1.9730 -0.1055
O 2.7283 -0.4674 0.0246
N -0.4069 -0.2473 -1.3937
N -0.9385 0.0028 1.2076
H -0.9214 -1.0225 1.4571
H 0.3460 0.0812 -2.0256
H -0.8239 0.4618 2.1130
H -0.3959 -1.2954 -1.3084
*
```

highest occupied orbital energy (alpha / beta)	-3.70 / -3.02	eV
orbital gap (alpha / beta)	7.35 / 7.34	eV
E_LUMO (alpha / beta)	3.65 / 4.32	eV

---

Asked for E across the records above, the calculation gives -21282.1517 -54723.0646 -23241.2293 -16427.3072 eV in order.
Asked for ΔE to the lowest compared entry with this formula, charge and spin across the records above, the calculation gives 1.371 0.555 7.434 6.208 eV in order.